# 1
Density functional theory data (ωB97M-V/def2-TZVPD) for a structure of composition C14H30BF4NNdO7P2Si3 at a distorted geometry.

Calculated values
Total energy: -3670.6388 a.u.
Frontier orbital gap (spin up / spin down): 0.2849 / 0.2838 hartree
Expectation value of S²: 3.75
LUMO level (spin up / spin down): 2.07 / 2.08 eV
ΔE to the lowest compared entry with this formula, charge and spin: 61.1 kJ/mol
HOMO (spin up / spin down): -5.68 / -5.64 eV

Geometry as ORCA input:
```
! wB97M-V def2-TZVPD RIJCOSX def2/J DEFGRID3
* xyz -1 4
Nd 2.066 -2.456 14.159
C 2.456 -4.745 16.590
Si 4.100 -4.668 15.573
C 5.485 -5.252 16.813
C 3.745 -6.022 14.241
C 4.438 -3.067 14.867
Si 5.743 -3.054 13.569
C 5.987 -4.616 12.533
C 7.531 -3.025 14.292
C 5.497 -1.671 12.252
Si 4.701 -1.631 16.023
C 6.154 -1.808 17.264
C 4.803 -0.009 15.111
C 3.119 -1.434 17.088
C 3.260 -1.168 18.441
C 2.177 -1.483 19.307
C 0.897 -1.739 18.795
C 0.824 -1.936 17.476
N 1.878 -1.805 16.640
H 2.350 -5.816 16.944
H 1.551 -4.513 16.079
H 2.604 -4.052 17.388
H 5.540 -6.339 16.906
H 5.163 -4.820 17.801
H 6.531 -4.954 16.679
H 3.042 -6.748 14.657
H 4.591 -6.634 13.917
H 3.214 -5.508 13.431
H 6.538 -5.392 13.161
H 6.669 -4.307 11.717
H 5.166 -5.106 11.977
H 7.677 -3.752 15.092
H 7.899 -2.002 14.722
H 8.201 -3.151 13.428
H 4.693 -0.967 12.447
H 5.340 -2.106 11.246
H 6.512 -1.236 12.280
H 7.218 -1.891 16.877
H 5.981 -2.759 17.865
H 6.087 -0.938 17.949
H 5.872 0.224 14.960
H 4.412 0.941 15.514
H 4.204 -0.149 14.191
H 4.202 -0.833 18.856
H 2.363 -1.490 20.353
H 0.040 -2.006 19.469
H -0.099 -2.231 16.987
O 1.393 -3.033 9.875
P 2.532 -3.533 10.829
O 3.785 -3.863 10.141
O 2.741 -2.599 12.055
O 1.804 -4.891 11.516
P 0.522 -4.892 12.419
O 0.159 -6.445 12.543
O -0.559 -4.092 11.794
O 0.992 -4.392 13.808
H 0.522 -2.925 10.346
H -0.795 -6.532 12.775
F 0.077 1.269 14.520
B 0.512 0.252 13.708
F 2.040 0.156 13.916
F 0.087 -1.071 14.196
F 0.152 0.521 12.410
*
```



# 2
Density functional theory data (ωB97M-V/def2-TZVPD) for a structure of composition C14H30CrF6N2O10S2 at a distorted geometry.

Calculated values
Total energy: -3853.1512 a.u.
Frontier orbital gap (spin up / spin down): 0.3094 / 0.3385 hartree
Expectation value of S²: 3.77
LUMO level (spin up / spin down): -4.43 / -3.64 eV
HOMO (spin up / spin down): -12.85 / -12.85 eV

Geometry as ORCA input:
```
! wB97M-V def2-TZVPD RIJCOSX def2/J DEFGRID3
* xyz 1 4
Cr 8.923 11.729 -14.625
C 7.799 14.602 -11.393
F 7.236 15.674 -10.903
F 9.107 14.683 -11.217
F 7.315 13.545 -10.747
S 7.377 14.460 -13.210
O 5.941 14.238 -13.235
O 7.852 15.711 -13.777
O 8.148 13.314 -13.719
C 12.083 10.956 -17.694
F 12.478 12.032 -17.009
F 12.420 11.062 -18.952
F 12.689 9.899 -17.160
S 10.223 10.743 -17.570
O 9.671 11.725 -18.469
O 9.935 9.360 -17.863
O 9.973 11.079 -16.150
C 6.614 13.021 -19.985
O 7.068 13.108 -18.628
C 6.228 13.763 -17.713
C 6.927 13.680 -16.349
N 7.532 12.319 -16.190
C 6.436 11.321 -16.032
C 7.059 9.943 -15.843
O 8.116 9.896 -14.857
C 8.604 8.589 -14.674
H 6.884 13.964 -20.465
H 5.562 12.737 -19.991
H 7.227 12.245 -20.438
H 5.214 13.327 -17.682
H 6.012 14.767 -18.104
H 6.156 13.982 -15.645
H 7.689 14.450 -16.383
H 7.685 12.192 -17.210
H 5.787 11.275 -16.909
H 5.768 11.589 -15.210
H 7.495 9.596 -16.786
H 6.280 9.241 -15.535
H 9.124 8.200 -15.553
H 7.849 7.819 -14.466
H 9.188 8.561 -13.753
C 6.498 10.744 -12.346
O 7.827 11.109 -12.692
C 8.718 10.782 -11.646
C 10.121 11.253 -11.941
N 10.472 11.158 -13.416
C 11.639 12.075 -13.711
C 11.224 13.488 -14.028
O 10.252 13.384 -15.060
C 10.288 14.404 -16.069
H 5.788 11.094 -13.092
H 6.228 11.154 -11.373
H 6.411 9.651 -12.331
H 8.658 9.727 -11.349
H 8.388 11.288 -10.730
H 10.827 10.702 -11.317
H 10.220 12.283 -11.589
H 11.033 10.308 -13.350
H 12.268 11.672 -14.500
H 12.243 12.110 -12.797
H 12.095 14.035 -14.399
H 10.815 14.104 -13.218
H 11.287 14.640 -16.434
H 9.818 15.273 -15.595
H 9.700 14.120 -16.938
*
```



# 3
Density functional theory data (ωB97M-V/def2-TZVPD) for a structure of composition C14H30GeN2O2PtS5Se at a distorted geometry.

Calculated values
Total energy: -7399.9914 a.u.
Frontier orbital gap (spin up / spin down): 0.2355 / 0.2206 hartree
LUMO level (spin up / spin down): -0.64 / -0.81 eV
ΔE to the lowest compared entry with this formula, charge and spin: 83.0 kJ/mol
HOMO (spin up / spin down): -7.05 / -6.81 eV

Geometry as ORCA input:
```
! wB97M-V def2-TZVPD RIJCOSX def2/J DEFGRID3
* xyz 0 1
Pt 0.006 1.129 0.216
N -1.025 3.325 0.013
C -2.325 3.553 0.630
C -2.258 3.547 2.157
C -2.017 2.190 2.813
N -0.663 1.699 2.582
H -0.330 3.962 0.396
H -1.081 3.485 -0.995
H -3.010 2.777 0.277
H -2.737 4.530 0.327
H -3.208 3.931 2.533
H -1.461 4.225 2.467
H -2.722 1.454 2.410
H -2.226 2.303 3.890
H -0.447 0.929 3.214
H 0.025 2.432 2.743
C 3.033 0.605 -0.952
O 3.043 1.598 0.052
C 1.862 2.022 0.540
O 1.861 2.899 1.387
H 3.962 0.704 -1.515
H 2.167 0.742 -1.615
H 2.989 -0.390 -0.501
C 1.910 -5.617 0.069
Ge 1.595 -3.946 1.105
C 0.558 -4.343 2.757
C 3.264 -2.979 1.578
C 0.543 -2.625 0.003
Se -0.078 -1.219 1.209
C -1.959 -1.703 1.215
H 2.492 -6.328 0.649
H 2.446 -5.412 -0.851
H 0.964 -6.086 -0.185
H 1.148 -4.954 3.435
H -0.357 -4.883 2.533
H 0.297 -3.423 3.274
H 3.822 -3.501 2.349
H 3.015 -1.987 1.950
H 3.909 -2.867 0.712
H -0.337 -3.044 -0.484
H 1.169 -2.166 -0.763
H -2.049 -2.736 1.542
H -2.370 -1.570 0.215
H -2.466 -1.042 1.914
C -2.782 3.047 -3.855
S -1.055 3.370 -3.364
C -0.304 1.818 -3.722
C -0.442 0.688 -2.988
S -1.486 0.449 -1.660
S 0.461 -0.708 -3.608
C 1.153 0.065 -5.017
S 2.075 -0.721 -6.111
S 0.756 1.758 -5.122
H -3.288 4.007 -3.824
H -3.248 2.352 -3.162
H -2.794 2.656 -4.865
*
```



# 4
Density functional theory data (ωB97M-V/def2-TZVPD) for a structure of composition C14H30NO2PPdSi at a distorted geometry.

Calculated values
Total energy: -1515.1814 a.u.
Frontier orbital gap (spin up / spin down): 0.2087 / 0.2319 hartree
Expectation value of S²: 6.08
LUMO level (spin up / spin down): 0.72 / -1.34 eV
HOMO (spin up / spin down): -4.96 / -7.65 eV

Geometry as ORCA input:
```
! wB97M-V def2-TZVPD RIJCOSX def2/J DEFGRID3
* xyz 0 5
Pd 0.323 0.344 0.380
Si 2.443 0.321 -0.437
P -0.266 0.520 -1.850
N -0.424 -1.485 0.401
H -0.148 2.070 2.000
C -2.074 0.637 -1.939
H -2.372 0.843 -2.973
H -2.435 1.426 -1.273
H -2.493 -0.316 -1.602
C 0.303 1.994 -2.737
H -0.175 1.966 -3.726
H 1.391 1.986 -2.858
H 0.001 2.907 -2.210
C 0.079 -0.872 -2.950
H -0.161 -0.556 -3.976
H -0.554 -1.723 -2.670
H 1.128 -1.178 -2.897
C 3.196 1.971 0.069
H 2.856 2.269 1.068
H 2.952 2.764 -0.646
H 4.283 1.839 0.092
H 3.102 -0.785 0.329
H 2.726 0.120 -1.892
C -0.184 -2.737 0.146
C -1.187 -4.998 0.189
C -1.301 -3.641 0.383
C 1.040 -3.344 -0.363
C 1.130 -4.707 -0.554
C 0.030 -5.540 -0.266
H -2.049 -5.642 0.395
H -2.226 -3.158 0.723
H 1.879 -2.673 -0.582
H 2.065 -5.141 -0.927
H 0.125 -6.615 -0.399
C -1.026 2.522 1.409
O -1.507 1.383 0.801
C -2.121 3.161 2.257
H -1.792 4.145 2.610
H -2.353 2.543 3.127
H -3.027 3.283 1.644
C -0.374 3.571 0.502
H -0.995 3.806 -0.374
H 0.625 3.259 0.174
H -0.250 4.488 1.095
C -0.360 -0.072 3.569
O 0.718 0.004 2.613
H -1.297 -0.249 3.028
H -0.403 0.905 4.066
H -0.169 -0.869 4.300
H 1.328 -0.743 2.730
*
```



Copy entry 2 word for word.
Density functional theory data (ωB97M-V/def2-TZVPD) for a structure of composition C14H30CrF6N2O10S2 at a distorted geometry.

Calculated values
Total energy: -3853.1512 a.u.
Frontier orbital gap (spin up / spin down): 0.3094 / 0.3385 hartree
Expectation value of S²: 3.77
LUMO level (spin up / spin down): -4.43 / -3.64 eV
HOMO (spin up / spin down): -12.85 / -12.85 eV

Geometry as ORCA input:
```
! wB97M-V def2-TZVPD RIJCOSX def2/J DEFGRID3
* xyz 1 4
Cr 8.923 11.729 -14.625
C 7.799 14.602 -11.393
F 7.236 15.674 -10.903
F 9.107 14.683 -11.217
F 7.315 13.545 -10.747
S 7.377 14.460 -13.210
O 5.941 14.238 -13.235
O 7.852 15.711 -13.777
O 8.148 13.314 -13.719
C 12.083 10.956 -17.694
F 12.478 12.032 -17.009
F 12.420 11.062 -18.952
F 12.689 9.899 -17.160
S 10.223 10.743 -17.570
O 9.671 11.725 -18.469
O 9.935 9.360 -17.863
O 9.973 11.079 -16.150
C 6.614 13.021 -19.985
O 7.068 13.108 -18.628
C 6.228 13.763 -17.713
C 6.927 13.680 -16.349
N 7.532 12.319 -16.190
C 6.436 11.321 -16.032
C 7.059 9.943 -15.843
O 8.116 9.896 -14.857
C 8.604 8.589 -14.674
H 6.884 13.964 -20.465
H 5.562 12.737 -19.991
H 7.227 12.245 -20.438
H 5.214 13.327 -17.682
H 6.012 14.767 -18.104
H 6.156 13.982 -15.645
H 7.689 14.450 -16.383
H 7.685 12.192 -17.210
H 5.787 11.275 -16.909
H 5.768 11.589 -15.210
H 7.495 9.596 -16.786
H 6.280 9.241 -15.535
H 9.124 8.200 -15.553
H 7.849 7.819 -14.466
H 9.188 8.561 -13.753
C 6.498 10.744 -12.346
O 7.827 11.109 -12.692
C 8.718 10.782 -11.646
C 10.121 11.253 -11.941
N 10.472 11.158 -13.416
C 11.639 12.075 -13.711
C 11.224 13.488 -14.028
O 10.252 13.384 -15.060
C 10.288 14.404 -16.069
H 5.788 11.094 -13.092
H 6.228 11.154 -11.373
H 6.411 9.651 -12.331
H 8.658 9.727 -11.349
H 8.388 11.288 -10.730
H 10.827 10.702 -11.317
H 10.220 12.283 -11.589
H 11.033 10.308 -13.350
H 12.268 11.672 -14.500
H 12.243 12.110 -12.797
H 12.095 14.035 -14.399
H 10.815 14.104 -13.218
H 11.287 14.640 -16.434
H 9.818 15.273 -15.595
H 9.700 14.120 -16.938
*
```